81
Properties=species:S:1:pos:R:3:forces:R:3 method="wB97M-V/def2-TZVPD" multiplicity=2 e_lumo_ev="-7.674 / -7.691" e_homo_ev="-12.915 / -13.103" total_charge=+2 s2=0.76 relative_energy_ev=5.5594 homo_lumo_gap_ev="5.24 / 5.41" e_tot_ha=-8301.22941
Cu 0.119 -0.291 0.005 0.5 0.5 0.0
C 2.271 -6.952 0.665 0.0 0.0 0.1
C 1.352 -5.847 0.240 -0.1 0.0 0.0
C 1.799 -4.537 0.128 0.0 0.1 0.0
C 0.958 -3.521 -0.301 0.0 -0.1 0.0
C -0.373 -3.800 -0.592 0.1 0.1 0.1
C -0.842 -5.109 -0.483 0.0 0.1 0.0
C 0.024 -6.111 -0.086 0.0 0.0 0.0
S -1.513 -2.533 -1.204 0.1 -0.2 0.0
O -2.979 -3.511 -0.634 0.2 -0.1 -0.2
O -1.433 -2.718 2.094 0.0 -0.1 0.0
N -0.203 -1.282 -1.534 -0.5 0.0 0.2
C 0.112 -1.029 -2.807 0.1 -0.1 -0.1
C -0.274 -1.810 -3.927 0.0 0.0 0.0
C 0.134 -1.447 -5.178 0.0 0.0 0.0
C 0.947 -0.314 -5.378 0.0 0.0 0.1
C 1.310 0.399 -4.281 0.0 0.0 -0.1
N 0.901 0.055 -3.031 0.0 0.0 -0.1
H 3.144 -6.566 1.188 0.0 0.0 0.0
H 2.623 -7.511 -0.204 0.0 0.0 0.0
H 1.759 -7.655 1.321 0.0 0.0 0.0
H 2.830 -4.306 0.365 0.0 0.0 0.0
H 1.369 -2.536 -0.439 0.0 0.1 0.0
H -1.869 -5.352 -0.696 -0.1 0.0 0.0
H -0.348 -7.125 -0.020 0.0 0.0 0.0
H -0.882 -2.689 -3.781 0.0 0.0 0.0
H -0.165 -2.048 -6.027 0.0 0.0 0.0
H 1.282 -0.020 -6.360 0.0 0.0 0.0
H 1.943 1.275 -4.348 0.0 0.0 0.0
Br -6.038 -3.572 0.766 0.0 0.0 0.0
C -4.385 -2.779 1.135 0.0 0.1 0.1
C -3.941 -2.634 2.377 0.0 0.0 -0.2
C -2.614 -2.046 2.625 0.0 -0.1 0.1
C -1.801 -1.509 1.527 0.2 0.3 0.0
C -2.352 -1.510 0.118 -0.1 -0.1 -0.1
C -3.601 -2.393 -0.084 -0.2 0.1 0.1
N -0.787 -0.427 1.761 -0.3 -0.2 0.2
C -0.762 0.138 2.896 0.1 0.1 -0.2
C 0.232 1.142 3.324 0.1 0.0 -0.2
C 0.146 1.713 4.578 0.2 0.1 -0.2
C 1.107 2.649 4.966 -0.1 0.0 0.0
C 2.133 2.986 4.100 0.0 0.0 -0.1
C 2.183 2.385 2.855 -0.2 -0.1 0.1
N 1.245 1.497 2.502 0.0 0.2 0.5
H -4.517 -2.959 3.231 0.0 0.0 0.0
H -2.454 -1.696 3.637 0.0 0.0 0.0
H -2.473 -0.486 -0.242 0.1 0.0 0.0
H -4.277 -1.895 -0.794 0.0 0.0 0.0
H -1.484 -0.082 3.675 -0.1 -0.1 -0.1
H -0.656 1.436 5.246 0.0 0.0 0.0
H 1.043 3.104 5.945 0.0 0.0 0.0
H 2.896 3.702 4.368 0.0 0.0 0.0
H 2.952 2.582 2.124 0.0 0.0 0.0
C 3.073 4.745 -3.242 0.0 0.0 -0.1
C 3.198 4.201 -1.825 0.1 0.0 0.1
C 1.849 3.951 -1.152 0.0 0.0 0.1
C 0.993 2.868 -1.810 -0.2 0.1 -0.1
Ge 1.522 1.009 -1.464 0.0 0.0 0.1
C 3.422 0.547 -1.379 0.1 -0.3 -0.1
C 4.051 0.822 -0.015 -0.1 0.1 0.1
C 5.545 0.506 0.054 0.0 -0.1 0.0
C 6.395 1.448 -0.786 0.0 0.1 0.0
H 4.051 4.984 -3.656 0.0 0.0 0.0
H 2.473 5.656 -3.265 0.0 0.0 0.0
H 2.606 4.029 -3.921 0.0 0.0 0.0
H 3.760 4.916 -1.217 0.0 0.0 0.0
H 3.804 3.290 -1.838 0.0 -0.1 0.0
H 1.287 4.889 -1.154 0.0 0.0 0.0
H 1.997 3.717 -0.089 0.1 0.0 0.0
H 0.959 3.021 -2.892 0.0 -0.1 0.0
H -0.046 2.952 -1.482 0.0 0.0 0.0
H 1.299 1.074 1.570 0.0 -0.1 -0.2
H 3.961 1.056 -2.181 -0.1 0.1 0.0
H 3.486 -0.523 -1.602 0.0 0.0 0.0
H 3.518 0.227 0.741 0.0 0.0 0.0
H 3.909 1.878 0.245 0.0 0.1 0.0
H 5.702 -0.528 -0.266 0.0 0.0 0.0
H 5.872 0.548 1.096 0.0 0.0 0.0
H 6.146 1.389 -1.846 0.0 0.0 0.0
H 7.453 1.212 -0.694 0.0 0.0 0.0
H 6.262 2.486 -0.472 0.0 0.0 0.0

75
Properties=species:S:1:pos:R:3:forces:R:3 method="wB97M-V/def2-TZVPD" e_lumo_ev=-5.022 e_homo_ev=-9.836 total_charge=+1 homo_lumo_gap_ev=4.81 e_tot_ha=-1502.46812
C -1.505 4.021 7.529 0.0 0.2 -0.3
O -1.393 4.767 6.294 0.4 -0.8 -0.6
C -0.847 4.138 5.216 -0.1 -0.1 0.4
C -0.778 4.881 4.011 -0.1 -0.1 0.3
C -0.274 4.299 2.868 0.0 -0.2 0.0
C 0.275 2.997 2.905 0.1 -0.1 0.1
C 0.815 2.356 1.711 0.4 -0.1 0.1
C 0.126 2.462 0.483 0.0 0.0 -0.2
C 0.577 1.934 -0.717 0.0 0.7 0.5
C -0.142 2.002 -1.958 -0.5 0.1 -0.8
C 0.403 1.409 -3.130 -0.1 0.2 0.4
C -0.284 1.457 -4.337 0.0 0.1 0.0
C -1.523 2.110 -4.420 0.4 -0.2 0.3
C -2.060 2.726 -3.284 0.0 0.0 0.2
C -1.385 2.682 -2.067 0.2 -0.2 -0.3
C 2.064 1.604 1.837 -0.1 -0.3 0.1
C 3.169 2.155 2.537 -0.3 0.0 0.0
C 4.366 1.482 2.618 0.1 -0.6 -0.2
C 4.472 0.171 2.087 0.2 -0.2 -0.1
O 5.681 -0.438 2.222 -1.0 0.0 -0.2
C 5.841 -1.780 1.703 0.0 0.3 0.1
C 3.359 -0.423 1.441 0.6 0.1 0.1
C 2.199 0.319 1.277 0.0 0.0 0.0
C 0.251 2.286 4.127 0.1 0.0 -0.2
C -0.357 2.810 5.252 -0.2 0.6 0.2
H -1.944 4.726 8.236 0.1 -0.2 -0.1
H -2.164 3.150 7.407 0.1 0.3 0.0
H -0.519 3.694 7.889 -0.2 0.2 -0.1
H -1.139 5.907 4.008 0.0 -0.2 0.0
H -0.241 4.852 1.930 0.0 0.0 0.3
H -0.817 3.017 0.521 0.3 -0.4 -0.1
H 1.572 1.484 -0.754 -0.3 0.1 0.0
H 1.387 0.935 -3.064 -0.4 0.1 -0.1
H 0.155 1.000 -5.225 -0.2 0.1 0.3
H -2.053 2.146 -5.373 0.1 0.0 0.3
H -3.014 3.253 -3.355 0.3 -0.2 0.0
H -1.801 3.194 -1.197 0.0 -0.2 -0.4
H 3.079 3.156 2.963 0.0 -0.3 -0.1
H 5.241 1.929 3.082 -0.2 -0.1 -0.1
H 6.876 -2.034 1.931 -0.2 0.0 -0.1
H 5.162 -2.482 2.206 0.2 0.2 -0.1
H 5.678 -1.813 0.616 0.0 0.1 0.3
H 3.423 -1.442 1.049 -0.1 0.5 0.1
H 1.363 -0.110 0.722 0.2 0.0 0.4
H 0.665 1.277 4.174 -0.1 0.3 -0.1
H -0.445 2.215 6.164 0.1 0.2 -0.4
C -0.726 -2.294 -5.515 0.0 0.0 0.2
C -2.234 -2.002 -5.724 -0.1 0.1 0.1
C -2.947 -2.614 -4.506 -0.1 -0.3 -0.2
N -1.901 -2.821 -3.522 0.3 0.9 -0.3
C -2.258 -3.672 -2.444 -0.1 -0.4 0.7
C -1.203 -3.675 -1.338 0.2 -1.2 -0.7
C -1.576 -4.673 -0.215 -0.3 0.6 -0.3
C -0.991 -4.027 1.041 0.5 0.1 -0.1
C -0.986 -2.507 0.741 -0.6 0.0 0.8
N -1.058 -2.423 -0.685 0.1 0.8 0.0
C -0.621 -3.049 -4.176 -0.1 -0.3 -0.1
H -0.316 -2.902 -6.328 0.0 0.2 0.1
H -0.155 -1.361 -5.454 -0.1 -0.2 -0.2
H -2.427 -0.925 -5.757 0.1 -0.2 -0.1
H -2.607 -2.451 -6.650 0.1 0.2 0.1
H -3.730 -1.971 -4.077 0.2 -0.1 -0.2
H -3.445 -3.563 -4.799 0.2 0.1 0.1
H -3.212 -3.305 -2.023 0.3 -0.2 -0.1
H -2.403 -4.729 -2.764 0.0 0.2 -0.1
H -0.247 -4.032 -1.783 -0.3 0.1 0.1
H -2.671 -4.726 -0.156 0.2 0.0 0.1
H -1.197 -5.680 -0.415 0.0 0.2 0.1
H -1.552 -4.277 1.941 0.1 0.1 0.0
H 0.039 -4.382 1.168 -0.1 0.1 0.1
H -1.879 -2.050 1.208 0.2 0.0 0.0
H -0.111 -1.998 1.175 0.0 -0.2 -0.1
H -0.881 -1.559 -1.183 -0.1 -0.5 0.1
H -0.421 -4.127 -4.358 -0.2 0.2 0.1
H 0.200 -2.685 -3.538 -0.2 -0.1 -0.3

78
Properties=species:S:1:pos:R:3:forces:R:3 method="wB97M-V/def2-TZVPD" e_lumo_ev=4.515 e_homo_ev=-0.821 total_charge=-2 relative_energy_ev=0.5150 homo_lumo_gap_ev=5.34 e_tot_ha=-2661.82255
Pd -0.790 -0.829 0.187 0.5 0.8 -0.2
C 2.501 -1.364 -5.184 -0.1 0.0 0.0
Si 2.266 0.378 -4.531 0.1 0.1 0.0
C 3.793 1.357 -5.094 0.0 0.1 0.0
C 0.808 1.222 -5.352 -0.1 0.0 0.0
C 2.240 0.476 -2.670 -0.1 -0.1 0.1
C 3.195 1.177 -1.953 0.0 0.0 0.0
C 3.127 1.273 -0.565 0.0 0.0 0.0
C 2.076 0.637 0.065 -0.1 0.0 -0.1
N 1.144 -0.060 -0.584 0.2 0.2 -0.1
C 1.182 -0.147 -1.941 0.0 0.0 0.1
S -0.115 -0.980 -2.692 0.1 0.0 -0.1
H 2.521 -1.372 -6.279 0.0 0.0 0.0
H 1.673 -1.982 -4.832 0.0 0.0 0.0
H 3.439 -1.794 -4.820 0.0 0.0 0.0
H 3.852 1.367 -6.187 0.0 0.0 0.0
H 4.722 0.926 -4.711 0.0 0.0 0.0
H 3.736 2.397 -4.757 0.0 0.0 0.0
H 1.049 1.503 -6.383 0.0 0.0 0.0
H 0.549 2.130 -4.800 0.0 0.0 0.0
H -0.064 0.569 -5.348 0.0 0.0 0.0
H 4.003 1.674 -2.481 0.0 0.0 0.0
H 3.851 1.839 0.007 0.0 0.0 0.0
H 1.952 0.694 1.141 0.0 0.0 0.0
O -3.276 -2.396 1.628 0.0 0.1 0.2
S -1.823 -2.195 1.335 -0.5 -1.0 -0.1
C -0.992 -3.041 2.709 0.0 -0.1 0.0
C 0.339 -2.758 2.966 0.0 0.0 0.0
C 0.990 -3.400 4.011 0.0 0.0 0.0
C 0.303 -4.309 4.805 -0.1 0.0 0.0
C -1.040 -4.576 4.551 0.1 0.0 0.0
C -1.689 -3.940 3.503 -0.1 0.0 0.0
C -1.477 -3.484 0.084 0.0 -0.4 0.1
C -2.533 -3.846 -0.740 -0.1 0.1 0.0
C -2.331 -4.744 -1.782 0.0 0.0 0.0
C -1.080 -5.302 -1.996 0.0 0.0 0.0
C -0.028 -4.960 -1.151 0.0 0.0 0.0
C -0.224 -4.061 -0.118 0.0 0.1 0.1
H 0.838 -2.028 2.336 0.0 0.0 0.0
H 2.031 -3.180 4.216 0.0 0.0 0.0
H 0.806 -4.803 5.629 0.0 0.0 0.0
H -1.576 -5.281 5.176 0.0 0.0 0.0
H -2.737 -4.112 3.286 0.0 0.0 0.0
H -3.502 -3.398 -0.560 0.0 0.0 0.0
H -3.157 -5.000 -2.436 0.0 0.0 0.0
H -0.918 -5.988 -2.819 0.0 0.0 0.0
H 0.957 -5.381 -1.312 0.0 0.0 0.0
H 0.605 -3.776 0.516 0.0 0.0 0.0
C -2.039 1.251 4.077 0.0 0.0 0.0
C -0.646 1.855 3.868 -0.1 0.0 -0.1
C 0.351 0.751 3.516 -0.1 -0.1 0.1
C -0.644 2.976 2.846 0.0 0.1 0.1
C -0.197 4.232 3.230 0.0 -0.1 0.0
C -0.157 5.314 2.356 0.0 0.0 -0.1
C -0.592 5.099 1.048 0.0 -0.1 0.1
C -1.051 3.869 0.609 0.0 0.0 0.0
C -1.502 3.720 -0.831 0.0 0.0 0.0
C -2.973 3.303 -0.940 0.0 0.0 0.0
C -0.612 2.752 -1.615 0.0 0.0 0.0
C -1.094 2.732 1.499 0.0 0.0 0.0
O -1.509 1.586 1.121 0.0 0.2 0.0
H -2.020 0.481 4.857 0.0 0.0 0.0
H -2.382 0.803 3.144 0.0 0.0 0.0
H -2.754 2.025 4.372 0.0 0.0 0.0
H -0.324 2.306 4.816 0.0 0.0 0.0
H 0.033 0.262 2.590 0.1 0.1 0.0
H 0.378 -0.005 4.309 0.0 0.0 0.0
H 1.358 1.161 3.393 0.0 0.0 0.0
H 0.133 4.369 4.259 0.0 0.0 0.0
H 0.200 6.285 2.679 0.0 0.0 0.0
H -0.574 5.925 0.339 0.0 0.0 0.0
H -1.403 4.712 -1.292 0.0 0.0 0.0
H -3.110 2.329 -0.471 0.0 0.0 0.0
H -3.279 3.240 -1.991 0.0 0.0 0.0
H -3.617 4.029 -0.435 0.0 0.0 0.0
H -0.688 1.755 -1.187 0.0 0.0 0.0
H 0.436 3.066 -1.576 0.0 0.0 0.0
H -0.920 2.688 -2.664 0.0 0.0 0.0